The following is a DFT calculation (ωB97M-V with the def2-TZVPD basis set) of a structure of composition H6N4O2S2 in a non-equilibrium geometry.

Geometry as XYZ:
```
14
Properties=species:S:1:pos:R:3:forces:R:3
N -0.8906 -1.5868 0.2738 1.1 -3.2 -1.2
N 1.9768 -0.5506 0.1286 0.9 -0.3 -2.2
N -1.6489 -0.4887 0.4352 -1.1 2.3 -1.0
N 0.0875 0.5666 -1.2471 -0.1 -0.2 -1.6
O 0.2239 1.1179 1.0445 -0.8 0.4 -0.7
O -1.8135 1.8913 -0.2233 -0.2 0.5 0.5
S 1.8356 0.9844 0.2082 1.4 -1.2 3.3
S -0.8352 0.8664 -0.1067 -1.0 1.5 -1.0
H 0.0755 -1.2338 0.2409 0.1 -1.6 -0.2
H -1.1877 -2.1403 -0.6037 0.9 1.5 1.9
H 1.7522 -0.7472 -0.8940 0.5 0.0 1.6
H -1.6758 -0.1833 1.3758 -0.9 -0.6 1.9
H -0.2476 0.5006 -2.2036 -0.3 0.2 0.4
H 2.3478 1.0036 1.5713 -0.5 0.6 -1.8
```
Forces are in eV/Å.

F_max (eV/Å): 3.8
ΔE to the lowest compared entry with this formula, charge and spin (kJ/mol): 28.17
Total charge: 0
2S+1: 1
Kohn-Sham gap (eV): 10.1

The following is a DFT calculation (ωB97M-V with the def2-TZVPD basis set) of a cluster of 2 separate species, H6NO in total in a non-equilibrium geometry.

Geometry as XYZ:
```
8
Properties=species:S:1:pos:R:3:forces:R:3
O -0.0032 1.0494 -3.8827 0.2 1.0 -0.3
H 0.8422 1.4199 -4.2236 -0.9 -0.4 0.2
H -0.6932 1.6771 -4.1959 0.7 -0.7 0.2
N 0.0000 0.0000 0.0000 0.0 0.0 0.1
H -0.1533 -0.1221 -1.0193 0.1 0.1 0.4
H 0.4196 0.9326 0.1780 -0.3 -0.6 -0.1
H 0.6417 -0.7396 0.3447 -0.4 0.4 -0.2
H -0.9082 -0.0712 0.4975 0.5 0.0 -0.3
```
Forces are in eV/Å.

F_max (eV/Å): 1.0
ΔE to the lowest compared entry with this formula, charge and spin (kJ/mol): 49.14
Total charge: +1
2S+1: 1
Kohn-Sham gap (eV): 10.6

The following is a DFT calculation (ωB97M-V with the def2-TZVPD basis set) of a structure of composition H6O15S3Zn in a non-equilibrium geometry.

Geometry as XYZ:
```
25
Properties=species:S:1:pos:R:3:forces:R:3
Zn 4.7875 12.3601 4.0822 -0.8 -1.0 0.8
S 1.7698 12.9514 5.6233 -0.6 -0.2 0.2
O 3.1747 12.6822 5.2001 0.2 -0.1 0.0
O 1.7848 13.2717 7.0702 0.1 0.3 0.6
O 1.2878 14.1160 4.8479 -0.3 0.9 -0.4
O 0.8862 11.8001 5.3905 0.0 -0.1 -0.1
S 3.9869 9.5735 2.5439 -0.1 -0.2 0.1
O 5.1156 8.7790 2.0338 0.7 -0.3 -0.2
O 4.4546 10.5272 3.6069 -0.3 -1.1 -0.4
O 3.4468 10.3852 1.4104 -0.3 0.2 -0.5
O 2.9740 8.6695 3.1169 -0.2 0.1 -0.2
S 7.2209 11.7602 5.0960 -0.6 -0.5 -0.3
O 6.7782 12.0949 3.7067 1.4 0.5 -1.2
O 8.3794 12.5708 5.5095 0.5 0.4 0.1
O 5.9855 12.1742 5.8390 -0.2 0.3 1.4
O 7.4620 10.3342 5.2419 0.6 -0.1 0.2
O 4.2844 12.8396 2.0887 0.1 1.3 -0.8
H 4.1310 13.7176 1.7259 -0.1 -0.1 0.1
H 4.4344 12.2534 1.3309 -0.4 -1.0 0.5
O 4.5938 10.4434 7.5860 0.4 0.2 0.1
H 4.1952 11.0648 8.2009 -0.2 0.2 -0.3
H 4.9584 11.0322 6.8700 -0.1 -0.5 0.3
O 5.1585 14.4890 4.2743 0.1 1.2 -0.3
H 4.8856 15.1443 3.6245 -0.2 -0.1 0.1
H 5.7736 14.9389 4.8628 0.1 -0.5 0.2
```
Forces are in eV/Å.

F_max (eV/Å): 1.9
ΔE to the lowest compared entry with this formula, charge and spin (kJ/mol): 5.37
Total charge: -4
2S+1: 1
Kohn-Sham gap (eV): 3.9

The following is a DFT calculation (ωB97M-V with the def2-TZVPD basis set) of a cluster of 3 separate species, H6O2S in total in a non-equilibrium geometry.

Geometry as XYZ:
```
9
Properties=species:S:1:pos:R:3:forces:R:3
O -1.6891 0.7651 0.4395 3.0 4.5 3.4
H -1.8759 0.2884 -0.2947 -0.9 -2.0 -3.8
H -0.9730 1.4937 0.2222 -2.3 -2.4 0.4
O -1.3838 -2.2320 -0.9704 -2.1 -3.5 2.1
H -1.5383 -2.4651 0.0077 0.6 1.0 -2.3
H -0.9501 -1.4330 -1.0490 1.6 2.5 0.3
S 1.7460 0.8021 0.3060 1.8 0.1 4.1
H 1.1423 0.7318 -0.7734 -2.2 -0.5 -2.7
H 0.8417 0.2852 1.2384 0.5 0.4 -1.4
```
Forces are in eV/Å.

F_max (eV/Å): 6.4
ΔE to the lowest compared entry with this formula, charge and spin (kJ/mol): 103.03
Total charge: 0
2S+1: 1
Kohn-Sham gap (eV): 10.7

The following is a DFT calculation (ωB97M-V with the def2-TZVPD basis set) of a cluster of 3 separate species, H6O3 in total.

Geometry as XYZ:
```
9
Properties=species:S:1:pos:R:3:forces:R:3
O 3.7502 -0.4345 -1.8307 0.1 -0.2 -0.1
H 2.8895 -0.0220 -1.7583 -0.3 0.1 0.0
H 4.3318 0.1336 -1.3255 0.2 0.1 0.1
O -0.2451 1.2559 -0.5631 0.2 0.0 -0.1
H -1.0203 1.5406 -1.0472 -0.2 0.1 -0.2
H -0.5857 0.9529 0.2786 0.0 -0.1 0.3
O -2.7425 -1.1809 2.3320 0.2 0.1 0.1
H -3.4219 -0.5066 2.3299 -0.2 0.2 0.1
H -2.9560 -1.7389 1.5842 0.0 -0.2 -0.2
```
Forces are in eV/Å.

F_max (eV/Å): 0.3
ΔE to the lowest compared entry with this formula, charge and spin (kJ/mol): 55.97
Total charge: 0
2S+1: 1
Kohn-Sham gap (eV): 11.8

The following is a DFT calculation (ωB97M-V with the def2-TZVPD basis set) of a cluster of 3 separate species, H6O3 in total in a non-equilibrium geometry.

Geometry as XYZ:
```
9
Properties=species:S:1:pos:R:3:forces:R:3
O -14.9850 -0.1160 20.3310 -0.5 -0.9 0.7
H -14.9320 -0.0910 21.3110 0.0 0.1 -0.6
H -14.4820 0.6130 20.0050 0.4 0.8 -0.2
O -11.2820 0.4650 23.1940 -1.9 -1.1 -0.6
H -11.2160 0.5730 22.2470 0.2 0.1 -0.3
H -10.5520 0.8960 23.5640 1.7 1.0 0.8
O -14.3930 0.1820 23.1000 -1.1 0.0 0.0
H -14.6660 -0.1540 23.9660 0.4 0.1 -0.4
H -13.4440 0.2040 23.0480 0.8 -0.1 0.5
```
Forces are in eV/Å.

F_max (eV/Å): 2.3
ΔE to the lowest compared entry with this formula, charge and spin (kJ/mol): 36.12
Total charge: 0
2S+1: 1
Kohn-Sham gap (eV): 11.2

The following is a DFT calculation (ωB97M-V with the def2-TZVPD basis set) of a cluster of 3 separate species, H6O3 in total in a non-equilibrium geometry.

Geometry as XYZ:
```
9
Properties=species:S:1:pos:R:3:forces:R:3
O 1.0646 -1.1108 -0.0964 -0.9 0.4 0.4
H 1.6882 -1.1081 0.6392 -0.1 0.2 -0.1
H 0.2574 -0.6528 0.2398 1.1 -0.7 -0.4
O -2.1287 -1.4934 -0.6186 -0.9 -1.7 -0.8
H -2.2960 -0.6874 -0.1987 0.3 2.4 1.1
H -3.0604 -1.7761 -0.6612 0.6 -0.6 -0.3
O 1.8036 2.0955 0.2266 -0.7 -0.2 -2.5
H 1.1855 2.2610 -0.5715 1.3 -0.2 2.5
H 1.4859 2.4720 1.0408 -0.7 0.5 0.0
```
Forces are in eV/Å.

F_max (eV/Å): 2.9
ΔE to the lowest compared entry with this formula, charge and spin (kJ/mol): 94.66
Total charge: 0
2S+1: 1
Kohn-Sham gap (eV): 11.4

The following is a DFT calculation (ωB97M-V with the def2-TZVPD basis set) of a cluster of 3 separate species, H6O3 in total.

Geometry as XYZ:
```
9
Properties=species:S:1:pos:R:3:forces:R:3
O -0.9388 -4.0508 -1.6397 0.1 -0.1 -0.1
H -1.8656 -4.2734 -1.5528 -0.2 -0.1 0.0
H -0.8051 -3.3336 -1.0200 0.1 0.3 0.1
O -0.9448 -0.1064 0.5504 0.2 -0.1 -0.2
H -0.9104 -0.4190 1.4544 0.1 -0.1 0.3
H -1.8321 0.2382 0.4493 -0.2 0.1 -0.1
O 2.3488 4.1603 0.9234 0.0 0.1 0.2
H 3.1251 4.2760 0.3755 0.2 0.1 -0.1
H 1.8228 3.5087 0.4597 -0.2 -0.2 -0.1
```
Forces are in eV/Å.

F_max (eV/Å): 0.3
ΔE to the lowest compared entry with this formula, charge and spin (kJ/mol): 58.60
Total charge: 0
2S+1: 1
Kohn-Sham gap (eV): 12.1

The following is a DFT calculation (ωB97M-V with the def2-TZVPD basis set) of a cluster of 3 separate species, H6O3 in total.

Geometry as XYZ:
```
9
Properties=species:S:1:pos:R:3:forces:R:3
O 1.3140 1.8062 -0.2985 0.1 -0.1 -0.3
H 1.0235 2.6859 -0.0577 -0.1 0.2 0.0
H 1.1990 1.2889 0.4987 0.0 -0.2 0.2
O -0.9389 -1.3924 3.5130 0.2 0.2 0.0
H -0.7757 -2.2802 3.8313 0.1 -0.2 0.1
H -1.8914 -1.3360 3.4368 -0.2 0.1 0.0
O 0.0474 -0.6468 -3.6605 0.0 -0.2 -0.1
H 0.3638 -0.0739 -2.9620 0.1 0.2 0.3
H -0.3417 -0.0517 -4.3013 -0.1 0.1 -0.2
```
Forces are in eV/Å.

F_max (eV/Å): 0.3
ΔE to the lowest compared entry with this formula, charge and spin (kJ/mol): 55.34
Total charge: 0
2S+1: 1
Kohn-Sham gap (eV): 12.1